No. 1
22
Properties=species:S:1:pos:R:3:forces:R:3:nbo_charge:R:1 method="wB97M-V/def2-TZVPD" orbital_gap_ev=8.04 e_lumo_ha=0.03610
C 2.03956 0.83262 1.59794 -0.332 -0.690 -1.360 -0.2175
C 2.88501 0.40732 0.55818 -2.867 0.918 -0.800 -0.2207
C 0.64827 0.69318 1.51332 1.938 -1.159 1.413 -0.2049
C 2.34654 0.03251 -0.66526 -1.359 -0.342 0.120 -0.2362
C 0.14693 0.05899 0.39456 -1.882 0.663 -0.634 -0.1157
C 0.96942 -0.06516 -0.75781 -1.738 -1.636 -0.408 0.1538
C -1.46714 -1.59545 -0.49384 -1.027 0.382 -1.063 -0.4509
C -1.14935 -0.69621 -1.70143 -0.413 -0.465 3.104 -0.0279
C -1.27321 -0.33196 0.25284 0.249 1.302 -2.797 0.0142
C -2.38911 0.63243 0.66368 1.710 -0.166 0.716 -0.6422
N 0.21396 -0.54084 -1.91801 1.237 0.514 2.148 -0.6056
H 2.45384 1.19437 2.49148 0.600 0.461 1.044 0.2039
H 3.86190 0.67066 0.51621 3.115 0.335 0.592 0.2049
H 0.18220 0.70002 2.51221 -0.538 0.428 -0.894 0.2157
H 2.83720 -0.22575 -1.57975 1.023 0.055 -0.075 0.2148
H -2.51500 -1.95086 -0.52670 0.725 -0.070 0.293 0.2212
H -0.71035 -2.32491 -0.17289 -0.417 -0.153 -0.810 0.2267
H -1.86483 -0.09344 -2.30448 0.431 -0.917 0.633 0.2147
H -3.41543 0.29029 0.40515 0.795 0.275 0.659 0.2251
H -2.15670 1.62543 0.27168 -0.424 -0.090 -0.593 0.2165
H -2.10539 0.83632 1.72070 -1.349 -0.414 -0.033 0.2236
H 0.46168 -0.14954 -2.77777 0.523 0.769 -1.253 0.3865

No. 2
23
Properties=species:S:1:pos:R:3:forces:R:3:nbo_charge:R:1 method="wB97M-V/def2-TZVPD" charge=+1 orbital_gap_ev=9.01 e_lumo_ha=-0.13211
C -1.17737 -1.12303 -2.42622 1.214 0.737 2.365 -0.1512
C 0.02287 -1.84454 -2.55612 -0.754 0.264 0.665 -0.1994
C -1.31410 -0.26444 -1.22158 -0.005 -1.274 -4.223 -0.1909
C 1.10986 -1.67868 -1.71746 0.428 0.863 0.661 -0.1924
C -0.17238 -0.04722 -0.51928 0.801 1.676 3.755 -0.0481
C 1.04099 -0.70752 -0.72592 -0.414 -0.911 -1.110 0.0935
C 1.93586 -0.10726 1.38827 0.143 -0.169 -1.433 0.3890
C -1.81135 2.21439 2.04160 1.645 1.585 -0.252 -0.3226
C -1.54144 1.05788 1.45663 0.291 -0.315 0.429 -0.2412
C -0.19380 0.99592 0.74827 0.062 -0.712 -3.061 -0.0909
N 2.14095 -0.56640 0.16176 -0.705 0.580 0.690 -0.5157
N 0.86939 0.56564 1.69627 -0.382 0.706 1.595 -0.5060
H -1.90820 -1.21345 -3.21604 -0.408 -0.032 0.399 0.2414
H 0.13414 -2.68110 -3.19243 -0.291 -0.338 -1.278 0.2338
H -2.22878 0.32095 -1.11047 0.339 -0.246 0.324 0.2475
H 2.02977 -2.26003 -1.82818 -0.428 0.037 -0.083 0.2267
H 2.67988 -0.34993 2.10919 0.440 0.282 0.669 0.2351
H -2.50447 2.62053 2.79911 0.001 -0.878 -0.843 0.2476
H -1.00308 2.91722 1.69763 -1.195 0.137 0.907 0.1819
H -2.10863 0.13294 1.56412 0.140 0.159 -0.024 0.2333
H 0.10729 1.99516 0.25354 -0.484 -1.283 1.234 0.2373
H 3.05746 -0.90913 -0.08006 -0.142 -0.318 -0.051 0.4429
H 0.83514 0.93209 2.67736 -0.295 -0.550 -1.338 0.4485

No. 3
23
Properties=species:S:1:pos:R:3:forces:R:3:nbo_charge:R:1 method="wB97M-V/def2-TZVPD" charge=+1 orbital_gap_ev=8.20 e_lumo_ha=-0.13994
C 0.52119 -0.00198 -0.94697 -0.153 0.065 2.183 -0.0390
C -0.30109 1.24263 -0.88571 -1.008 0.137 -0.466 -0.2136
C -1.64094 1.48755 -1.10560 1.418 0.643 -0.425 -0.1715
C -2.82105 0.68102 -1.25795 -0.109 -0.747 -0.686 -0.1877
C -2.81605 -0.68114 -1.25788 -0.158 0.740 -0.692 -0.1891
C -1.63573 -1.48738 -1.10485 1.437 -0.664 -0.450 -0.1705
C -0.29363 -1.24882 -0.88635 -1.072 -0.159 -0.433 -0.2149
H 1.46319 0.00384 -1.62187 -1.736 -0.019 0.913 0.2369
H 0.26466 2.10461 -0.55257 0.143 0.264 -0.635 0.2181
H -1.80921 2.55372 -1.34170 -0.095 -0.420 0.951 0.2362
H -3.74579 1.23752 -1.49563 0.555 -0.494 0.353 0.2400
H -3.73714 -1.24231 -1.49777 0.539 0.495 0.359 0.2395
H -1.81087 -2.55163 -1.34483 -0.067 0.409 0.962 0.2360
H 0.27080 -2.11264 -0.55189 0.125 -0.226 -0.652 0.2190
N 1.28283 0.00502 0.53490 0.868 -0.046 0.185 -0.3127
C 2.58157 0.00377 0.68914 2.033 0.007 0.724 0.2415
N 2.95076 0.00388 2.00806 -0.358 -0.006 -1.439 -0.4784
C 1.78565 0.00207 2.74098 -0.458 -0.006 -0.199 -0.0458
C 0.77317 0.00158 1.81655 -0.970 0.002 0.598 -0.0657
H 3.33210 -0.00022 -0.07840 -0.073 0.011 -0.317 0.2362
H 3.93097 0.00324 2.32687 -0.987 0.001 -0.161 0.4606
H 1.74845 -0.00091 3.83538 0.045 0.006 -0.720 0.2659
H -0.29384 -0.00342 1.97808 0.080 0.009 0.048 0.2589

No. 4
25
Properties=species:S:1:pos:R:3:forces:R:3:nbo_charge:R:1 method="wB97M-V/def2-TZVPD" charge=+1 orbital_gap_ev=7.71 e_lumo_ha=-0.20820
C -2.79459 1.09602 -0.24381 -0.046 0.500 0.856 -0.1624
C -2.24202 2.35458 0.08526 -0.932 -0.810 -0.950 -0.1608
C -2.05483 -0.07320 -0.14467 -0.345 0.639 -0.684 -0.1815
C -0.87369 2.45690 0.17295 1.444 0.462 0.937 -0.2125
C -0.70505 0.01544 0.00518 2.758 0.637 1.069 -0.1714
C -0.08834 1.32607 0.07729 -0.654 -3.826 -0.325 0.1583
C 2.11443 0.33002 -0.31855 -4.065 -1.556 -0.724 0.3492
C 0.07760 -1.30022 0.07302 -0.175 3.110 0.386 0.5349
C -0.17541 -2.01420 -1.16606 0.148 2.632 -2.474 -0.7770
C 0.67002 -1.75910 1.35372 -1.808 0.010 -0.839 -0.7242
N 1.33976 1.29742 -0.00827 0.786 3.658 0.479 -0.4927
N 3.40633 0.01928 -0.17136 1.301 -0.880 3.715 0.4224
O 4.33314 -0.06194 -0.89359 0.390 0.505 -1.363 -0.2577
O 3.38173 -0.43939 1.03860 -0.004 0.676 -1.424 -0.4159
H -3.81776 0.96082 -0.51502 -0.674 0.361 0.173 0.2409
H -2.85736 3.25918 0.16110 0.216 -0.546 -0.108 0.2551
H -2.47871 -1.05148 -0.27472 -0.514 -0.078 -0.042 0.2338
H -0.38705 3.39358 0.46625 -0.250 -0.116 -0.501 0.2431
H -0.78073 -1.26801 -1.80565 0.857 -1.685 0.693 0.2550
H -0.63620 -2.94277 -1.19172 -0.796 -1.974 0.607 0.2828
H 0.74367 -2.12155 -1.74981 0.265 -0.147 0.278 0.3162
H 1.66841 -2.12489 1.17464 0.432 -0.251 0.366 0.3006
H -0.02200 -2.61022 1.55327 0.566 -0.021 0.258 0.2844
H 0.52760 -1.02593 2.16188 0.531 -0.275 -0.445 0.2630
H 1.65105 2.28358 0.16008 0.567 -1.026 0.059 0.4166

No. 5
26
Properties=species:S:1:pos:R:3:forces:R:3:nbo_charge:R:1 method="wB97M-V/def2-TZVPD" charge=+2 orbital_gap_ev=8.33 e_lumo_ha=-0.30601
C -2.92920 0.83013 2.11048 -0.589 0.358 0.364 0.6455
C -0.56052 -2.36923 0.66612 -0.225 -0.204 0.838 0.2453
C -4.02297 0.09619 2.33377 -0.270 0.733 0.997 -0.3047
C -3.65322 -1.19594 1.94048 -1.503 -0.598 -0.190 -0.1126
C -2.42621 -1.50977 1.46749 4.803 2.008 -1.324 0.1054
C -1.31895 -0.40826 1.34965 -4.179 -3.406 0.416 0.3660
C 3.04628 2.41820 -1.22083 -2.318 1.811 -2.991 -0.7750
C 1.61730 -0.09568 -1.75636 -0.951 0.838 -0.462 0.0815
C 1.56657 0.77198 -2.97153 -0.741 0.795 1.161 -0.5193
C 1.08018 -0.39355 0.52130 -1.049 0.244 -0.286 0.0927
N -1.83532 0.73520 1.66910 1.434 2.489 -0.058 -0.3159
N -1.78123 -2.59308 1.01001 -0.414 -2.985 -0.314 -0.3747
N -0.27282 -1.00570 0.83214 4.446 0.911 -0.715 -0.3785
O 0.95349 0.38090 -0.68079 -0.428 0.004 0.588 -0.4953
S 3.17442 0.93428 -2.17989 1.335 -1.203 -0.725 0.7247
H -4.89245 0.33514 2.91963 -0.322 0.119 -0.372 0.3125
H -4.48711 -1.89515 1.96082 0.400 -0.326 0.209 0.3070
H 1.97270 2.38028 -0.89398 1.274 0.673 0.393 0.2636
H 3.18708 3.29819 -2.03333 -0.304 -1.932 2.027 0.3010
H 3.81894 2.43684 -0.50926 0.728 0.062 1.129 0.2753
H 1.58839 -1.18929 -1.80263 0.915 0.291 -0.436 0.2544
H 0.26600 -3.14227 0.47876 -1.553 1.364 -0.037 0.2607
H 0.95368 1.70892 -2.95698 0.507 -1.007 0.111 0.2932
H 1.65275 0.30518 -3.91836 0.007 -0.434 -0.811 0.2907
H 1.87123 -1.13005 0.37778 -0.491 -0.503 0.209 0.2216
H 1.43098 0.29653 1.28642 -0.513 -0.102 0.279 0.2349

No. 6
25
Properties=species:S:1:pos:R:3:forces:R:3:nbo_charge:R:1 method="wB97M-V/def2-TZVPD" charge=+1 orbital_gap_ev="5.93 / 5.93" e_lumo_ha="-0.20384 / -0.20387"
C -2.60420 0.55084 -0.84683 -0.744 0.063 -0.331 -0.3068
C 1.85164 1.33895 0.07646 -0.734 -0.101 -0.687 -0.2032
C -2.44880 0.77299 0.53116 -4.234 2.155 -0.586 -0.0123
C 0.23695 0.25685 -3.04856 -0.525 0.039 0.824 0.2193
C -1.44051 -0.18353 -1.18130 -0.417 0.286 0.939 -0.2395
C 1.20398 0.98491 -1.01518 0.833 0.418 1.345 0.4207
C -0.97330 -0.46864 -2.52354 0.602 0.127 1.646 0.1729
C 1.55871 0.75707 1.44392 -1.270 2.193 -2.372 -0.4531
C 1.14924 -0.70842 1.47310 2.033 -0.733 0.410 -0.2283
C -0.82208 -0.37048 0.08705 1.415 -0.108 -1.252 0.1770
N 1.06247 0.75187 -2.21568 -0.479 -0.041 -1.615 -0.3453
N -1.44889 0.21112 1.09637 2.861 -1.734 0.999 -0.5088
N -1.46219 -1.27687 -3.31578 -2.387 -3.297 -2.093 -0.5135
N 0.29353 -1.28656 0.42363 -2.651 0.136 1.064 -0.4981
H -3.54648 0.75716 -1.45526 1.897 0.041 0.725 0.2540
H 2.39322 2.29459 -0.01277 0.330 -0.700 0.002 0.2944
H -3.10918 1.35290 1.16711 -0.223 -0.037 -0.282 0.2084
H 0.35611 0.32256 -4.11773 0.203 0.194 -0.187 0.2567
H 2.44183 0.99755 2.00377 0.167 -0.384 0.822 0.2712
H 0.71982 1.51562 1.67816 0.888 -1.699 0.740 0.2960
H 1.95641 -1.47743 1.45222 0.189 1.186 0.660 0.2249
H 0.64163 -0.74387 2.39576 -0.872 -0.789 0.955 0.2625
H -2.27841 -1.93197 -2.98173 1.930 2.024 -0.391 0.3841
H 0.77736 -1.59813 -0.38284 0.869 -0.055 -1.090 0.4249
H -0.10927 -2.17112 0.82384 0.322 0.815 -0.244 0.4419